Here is a single C16H24N2O3 molecule from OMol25. Energies are from wB97M-V/def2-TZVPD.

Last column: natural (NBO) charge in e.
Geometry (Å):
C1 -2.41 -2.29 -0.96  -0.603
C2 -1.28 -2.64 0.00  -0.390
C3 0.08 -2.25 -0.56  -0.397
C4 1.21 -2.56 0.43  -0.395
C5 2.60 -2.36 -0.16  -0.388
C6 2.96 -0.90 -0.45  -0.390
C7 3.28 -0.11 0.83  -0.501
C8 3.59 1.32 0.46  0.686
O1 4.70 1.79 0.38  -0.595
N1 2.51 2.10 0.14  -0.456
N2 1.24 1.68 0.24  -0.312
C9 0.24 2.38 -0.18  0.277
C10 -1.10 1.83 0.02  -0.242
C11 -2.17 2.26 -0.77  -0.136
C12 -3.45 1.81 -0.56  -0.317
C13 -3.71 0.92 0.49  0.354
C14 -2.67 0.47 1.28  -0.391
C15 -1.36 0.89 1.04  0.451
O2 -0.40 0.37 1.82  -0.697
H1 0.46 0.69 1.46  0.505
H2 -2.84 -0.22 2.09  0.220
O3 -4.99 0.52 0.69  -0.656
H3 -5.02 -0.10 1.43  0.483
H4 -4.27 2.13 -1.18  0.227
H5 -1.99 2.93 -1.59  0.211
C16 0.39 3.74 -0.81  -0.694
H6 -0.54 4.28 -0.79  0.240
H7 0.73 3.64 -1.84  0.238
H8 1.13 4.33 -0.26  0.224
H9 2.73 3.03 -0.20  0.386
H10 4.16 -0.53 1.31  0.234
H11 2.44 -0.15 1.51  0.217
H12 2.14 -0.42 -0.98  0.207
H13 3.84 -0.87 -1.10  0.212
H14 2.67 -2.93 -1.09  0.202
H15 3.35 -2.78 0.52  0.200
H16 1.08 -1.95 1.32  0.200
H17 1.12 -3.61 0.74  0.201
H18 0.07 -1.18 -0.79  0.195
H19 0.26 -2.79 -1.49  0.192
H20 -1.44 -2.11 0.95  0.198
H21 -1.30 -3.71 0.21  0.192
H22 -3.37 -2.58 -0.55  0.203
H23 -2.27 -2.82 -1.91  0.200
H24 -2.42 -1.22 -1.16  0.205

## Properties
Kohn-Sham gap in eV: 8.75
LUMO energy in eV: 0.538
E_tot in eV: -26104.5948

Here is a single C16H24N2O4 molecule from OMol25. Energies are from wB97M-V/def2-TZVPD.

Last column: natural (NBO) charge in e.
Geometry (Å):
C1 -4.72 -0.61 -1.96  -0.621
H1 -5.00 -0.72 -3.01  0.216
C2 -4.39 0.85 -1.67  -0.397
H2 -5.24 1.46 -1.99  0.207
C3 -4.10 1.20 -0.21  -0.200
C4 -5.27 0.86 0.72  -0.616
H3 -5.10 1.28 1.70  0.214
H4 -5.38 -0.21 0.83  0.218
H5 -6.19 1.27 0.31  0.208
H6 -3.96 2.29 -0.17  0.220
C5 -2.78 0.63 0.33  -0.161
N1 -1.64 1.23 -0.33  -0.630
C6 -0.51 1.47 0.43  0.793
O1 -0.55 1.56 1.64  -0.664
N2 0.61 1.69 -0.30  -0.621
H7 0.61 1.46 -1.28  0.387
C7 1.91 1.75 0.34  -0.248
C8 2.73 0.50 0.10  -0.019
C9 4.11 0.60 0.02  -0.280
C10 4.89 -0.53 -0.19  0.305
C11 4.27 -1.77 -0.32  -0.258
C12 2.89 -1.87 -0.23  -0.183
C13 2.12 -0.74 -0.02  -0.251
H8 1.05 -0.83 0.05  0.224
H9 2.42 -2.83 -0.33  0.215
H10 4.88 -2.64 -0.48  0.221
O2 6.25 -0.54 -0.28  -0.494
C14 6.94 0.68 -0.14  -0.252
H11 6.76 1.13 0.84  0.176
H12 8.00 0.43 -0.23  0.200
H13 6.67 1.39 -0.92  0.174
H14 4.57 1.57 0.12  0.207
H15 1.71 1.87 1.41  0.253
H16 2.45 2.63 -0.02  0.195
H17 -1.48 0.88 -1.26  0.388
C15 -2.61 -0.89 0.26  0.800
O3 -1.75 -1.42 -0.39  -0.623
O4 -3.47 -1.55 1.03  -0.507
C16 -3.34 -2.96 1.05  -0.262
H18 -2.31 -3.24 1.29  0.200
H19 -3.60 -3.38 0.08  0.191
H20 -4.03 -3.32 1.81  0.199
H21 -2.69 0.90 1.39  0.270
H22 -3.54 1.15 -2.28  0.196
H23 -3.86 -1.25 -1.78  0.206
H24 -5.55 -0.95 -1.35  0.205

## Properties
Kohn-Sham gap in eV: 9.18
LUMO energy in eV: 0.786
E_tot in eV: -28152.6530

Here is a molecular structure, C16H25AlO9 from OMol25. Energies are from wB97M-V/def2-TZVPD.

Last column: natural (NBO) charge in e.
Geometry (Å):
Al1 2.08 1.55 -4.15  1.203
O1 2.07 0.69 -1.55  -0.648
H1 1.51 0.64 -0.76  0.439
O2 -0.77 5.06 3.27  -0.406
C1 -1.00 4.37 2.32  0.784
O3 -0.16 3.40 1.95  -0.484
C2 -0.78 2.57 0.91  -0.079
C3 -2.26 2.86 1.15  -0.440
C4 -2.27 4.33 1.46  -0.501
H2 -0.50 1.54 1.13  0.187
H3 -0.29 2.94 0.01  0.200
H4 -2.66 2.28 1.98  0.241
H5 -2.84 2.69 0.24  0.235
H6 -3.03 4.79 2.08  0.277
H7 -2.09 4.99 0.61  0.255
O4 1.83 -1.35 -4.36  -0.534
C5 1.64 -2.44 -3.86  0.822
O5 1.53 -3.52 -4.62  -0.406
C6 1.24 -4.65 -3.77  -0.086
C7 1.04 -4.17 -2.34  -0.434
C8 1.67 -2.77 -2.36  -0.497
H8 2.08 -5.35 -3.79  0.210
H9 0.39 -5.22 -4.13  0.225
H10 1.60 -4.83 -1.68  0.253
H11 -0.02 -4.05 -2.15  0.221
H12 2.69 -2.70 -1.99  0.265
H13 1.00 -2.08 -1.86  0.231
O6 -0.75 0.24 -3.73  -0.599
C9 -1.42 -0.14 -2.81  0.823
O7 -2.11 -1.31 -2.83  -0.465
C10 -2.73 -1.61 -1.58  -0.074
C11 -2.54 -0.41 -0.68  -0.437
C12 -1.65 0.54 -1.48  -0.535
H14 -2.20 -2.48 -1.18  0.186
H15 -3.78 -1.87 -1.66  0.225
H16 -2.07 -0.64 0.28  0.214
H17 -3.50 0.04 -0.43  0.235
H18 -0.75 0.63 -0.89  0.213
H19 -2.11 1.52 -1.57  0.254
O8 4.17 0.47 4.88  -0.331
C13 3.12 0.37 4.31  0.783
O9 3.13 0.41 2.97  -0.433
C14 1.81 0.23 2.44  -0.072
C15 0.90 0.55 3.61  -0.449
C16 1.72 0.27 4.88  -0.479
H20 1.71 -0.80 2.08  0.190
H21 1.75 0.85 1.54  0.193
H22 0.01 -0.08 3.60  0.236
H23 0.51 1.57 3.65  0.245
H24 1.65 -0.80 5.12  0.260
H25 1.44 0.89 5.72  0.285

## Properties
Kohn-Sham gap in eV: 1.98
LUMO energy in eV: -13.329
Net charge: +2
E_tot in eV: -41997.8796

Here is a molecular structure, C16H25Cl2NPm from OMol25. Energies are from wB97M-V/def2-TZVPD.

Last column: Mulliken spin population.
Geometry (Å):
Pm1 0.21 0.15 -0.81  4.073
Cl1 -0.61 -2.27 -1.18  -0.003
Cl2 0.35 2.64 0.18  -0.003
C1 1.75 0.40 -2.31  -0.022
H1 2.32 1.32 -2.14  0.005
H2 2.32 -0.44 -2.71  -0.002
C2 -0.69 1.30 -2.83  -0.029
C3 0.50 0.73 -3.33  -0.014
H3 -0.58 2.14 -2.12  -0.004
C4 0.24 -0.50 -4.25  0.002
H4 0.96 1.48 -4.01  -0.005
C5 -0.87 -0.17 -5.25  -0.001
H5 1.17 -0.79 -4.75  0.002
H6 -0.07 -1.34 -3.60  -0.002
C6 -2.20 0.09 -4.53  -0.001
H7 -0.60 0.72 -5.83  0.001
H8 -0.98 -0.98 -5.97  0.000
C7 -2.06 1.12 -3.38  0.008
H9 -2.95 0.44 -5.26  0.000
H10 -2.57 -0.87 -4.13  0.000
H11 -2.42 2.09 -3.75  -0.002
H12 -2.75 0.83 -2.56  -0.002
C8 -0.91 -0.88 4.72  0.000
N1 -1.19 -0.29 3.37  -0.003
C9 -2.55 0.29 3.30  0.000
C10 -0.13 0.74 2.95  0.007
C11 1.17 0.05 2.69  -0.020
C12 2.18 0.13 3.67  -0.001
C13 3.35 -0.60 3.50  0.001
C14 3.49 -1.43 2.38  0.002
C15 2.48 -1.45 1.39  0.008
C16 1.40 -0.63 1.51  -0.004
H13 -0.81 -0.05 5.43  0.000
H14 0.00 -1.48 4.68  0.000
H15 -1.77 -1.51 4.99  0.000
H16 -1.12 -1.06 2.68  0.001
H17 -2.58 1.17 3.95  0.000
H18 -2.75 0.59 2.26  0.001
H19 -3.27 -0.46 3.63  0.000
H20 -0.51 1.25 2.06  0.008
H21 -0.06 1.45 3.78  0.000
H22 2.02 0.77 4.54  0.000
H23 4.14 -0.54 4.25  0.000
H24 4.38 -2.07 2.28  0.000
H25 2.60 -2.10 0.52  0.000

## Properties
Kohn-Sham gap (alpha / beta) in eV: 3.42 / 3.41
LUMO energy (alpha / beta) in eV: 1.970 / 1.969
Net charge: -1
Spin multiplicity: 5
E_tot in eV: -60085.9786

Here is a molecular structure, C16H25ClOTc from OMol25. Energies are from wB97M-V/def2-TZVPD.

Last column: natural (NBO) charge in e.
Geometry (Å):
C1 -1.32 -1.91 -4.09  0.652
C2 -2.69 -2.03 -3.59  -0.771
C3 -0.97 -0.80 -4.99  -0.771
C4 -0.39 -3.04 -3.95  -0.771
Cl1 -0.10 -0.20 -1.09  -0.478
H1 -1.25 -1.06 -6.03  0.334
H2 0.11 -0.58 -5.00  0.276
H3 -1.51 0.13 -4.74  0.274
H4 -3.33 -2.54 -4.33  0.334
H5 -3.16 -1.05 -3.40  0.274
H6 -2.75 -2.62 -2.66  0.276
H7 -0.55 -3.76 -4.77  0.334
H8 -0.55 -3.60 -3.01  0.276
H9 0.66 -2.73 -3.99  0.275
C5 -0.19 2.65 2.43  -0.162
C6 0.40 3.29 1.26  -0.248
C7 -0.42 2.93 0.11  -0.264
H10 1.20 4.04 1.28  0.286
C8 -1.49 2.06 0.58  -0.116
C9 -1.35 1.89 2.00  -0.169
H11 -2.05 1.37 2.66  0.270
H12 0.13 2.80 3.48  0.279
H13 -0.32 3.33 -0.90  0.289
H14 -2.30 1.65 -0.04  0.280
C10 2.71 0.04 2.02  -0.229
C11 2.88 1.48 1.92  -0.256
C12 2.98 1.82 0.51  -0.241
H15 3.03 2.16 2.76  0.274
C13 2.86 0.59 -0.26  -0.243
C14 2.67 -0.50 0.67  -0.260
H16 2.61 -1.56 0.41  0.273
H17 2.71 -0.54 2.95  0.269
H18 3.23 2.81 0.10  0.279
H19 2.96 0.51 -1.35  0.278
Tc1 0.79 1.17 0.73  0.776
C15 -1.12 -0.53 4.41  -0.639
C16 -0.55 -1.33 3.33  -0.033
O1 0.02 -0.48 2.24  -0.781
H20 -0.44 0.23 4.72  0.222
H21 -1.22 -1.25 5.18  0.254
H22 -2.07 -0.14 4.13  0.212
H23 0.38 -1.82 3.62  0.178
H24 -1.12 -1.98 2.72  0.206
H25 0.88 -0.89 1.96  0.503

## Properties
Kohn-Sham gap (alpha / beta) in eV: 5.10 / 7.25
LUMO energy (alpha / beta) in eV: -7.928 / -7.919
Net charge: +2
Spin multiplicity: 4
E_tot in eV: -33747.0707

Here is 2 unconnected molecules or ions with the total composition C16H25F5N2O7P3 from OMol25. Energies are from wB97M-V/def2-TZVPD.

Last column: natural (NBO) charge in e.
Geometry (Å):
O1 0.01 -1.69 3.55  -1.042
P1 0.51 -2.45 2.40  1.517
C1 -0.12 -1.75 0.77  -0.032
C2 0.77 -0.56 0.36  -0.438
C3 0.81 0.60 1.36  -0.524
C4 0.10 1.88 0.94  0.991
F1 0.92 2.95 1.12  -0.324
F2 -1.01 2.10 1.69  -0.321
F3 -0.26 1.88 -0.37  -0.335
C5 0.04 -2.87 -0.27  -0.323
N1 -0.68 -2.56 -1.53  0.057
F4 -0.80 -3.67 -2.32  -0.145
C6 -2.00 -1.88 -1.28  -0.319
C7 -2.46 -1.88 0.16  0.053
C8 -3.70 -0.92 0.18  -0.422
C9 -3.40 0.51 0.62  -0.451
C10 -3.53 0.67 2.11  0.054
F5 -4.85 0.38 2.46  -0.371
P2 -3.09 -3.52 0.93  0.192
P3 -2.79 -5.15 -0.47  2.072
O2 -1.40 -5.61 -0.56  -1.117
O3 -3.43 -4.70 -1.85  -0.991
O4 -3.78 -6.29 0.03  -0.968
O5 -1.46 -1.36 1.03  -0.552
H1 1.91 -2.53 2.28  -0.063
H2 0.03 -3.77 2.38  -0.077
H3 1.78 -0.97 0.31  0.230
H4 0.52 -0.23 -0.65  0.214
H5 0.42 0.32 2.34  0.284
H6 1.85 0.87 1.53  0.258
H7 1.10 -2.96 -0.52  0.253
H8 -0.27 -3.84 0.10  0.309
H9 -0.10 -1.93 -2.08  0.433
H10 -2.76 -2.27 -1.95  0.295
H11 -1.85 -0.84 -1.57  0.248
H12 -4.46 -1.36 0.81  0.256
H13 -4.11 -0.92 -0.83  0.219
H14 -4.18 1.13 0.17  0.237
H15 -2.46 0.87 0.23  0.217
H16 -3.34 1.70 2.42  0.187
H17 -2.90 -0.02 2.66  0.176
H18 -2.04 -3.83 1.82  0.013
H19 -3.10 -5.28 -2.54  0.527
H20 -3.34 -6.82 0.71  0.524
C11 2.73 4.73 -0.65  -0.189
C12 2.93 5.21 -1.94  -0.211
C13 4.21 5.34 -2.44  -0.211
C14 5.28 4.98 -1.64  0.088
C15 5.11 4.50 -0.36  -0.214
C16 3.82 4.38 0.14  -0.216
N2 6.65 5.09 -2.18  0.519
O6 6.77 5.53 -3.31  -0.367
O7 7.56 4.73 -1.47  -0.370
H21 1.73 4.63 -0.26  0.222
H22 2.08 5.49 -2.55  0.222
H23 4.38 5.71 -3.44  0.253
H24 5.96 4.23 0.25  0.252
H25 3.67 4.01 1.15  0.219

## Properties
Kohn-Sham gap in eV: 8.26
LUMO energy in eV: -3.554
Net charge: +1
E_tot in eV: -75754.1616

Question: Which value of E_tot does entry 4 give?
Answer: -60085.9786 eV